A structure of composition C48H31I4N6O2Tc in a non-equilibrium geometry, computed with wB97M-V/def2-TZVPD.

Geometry as ORCA input:
```
! wB97M-V def2-TZVPD RIJCOSX def2/J DEFGRID3
* xyz 1 2
H -5.21753 -3.36754 4.78203
H 1.19914 -3.37744 3.72975
N -0.12701 0.11169 -2.39560
H 6.05936 5.02080 -0.08321
C -3.52941 3.93738 -2.37181
H -0.07222 -3.52747 -4.03574
C 5.22648 -3.82483 4.10886
H -0.92062 -1.54075 -5.00511
C 4.38869 3.72498 -0.41321
C -4.05358 -3.77750 1.12497
C 3.44491 3.24668 -1.32277
C -0.09612 -0.93756 -4.62126
H 0.82682 -1.29889 -5.07859
C -2.83120 1.01519 -0.55133
C 4.41639 4.64764 -3.02808
C -0.65414 4.07169 -1.02137
C 1.10344 2.70298 -0.77747
C -4.19580 0.57403 -0.52131
Tc 0.01951 -0.12698 -0.32498
C -4.88806 -3.48847 3.75920
C 0.57057 -2.79392 3.07920
C -1.16188 -1.94915 1.92660
C 2.42288 2.26641 -0.86776
H 5.07501 1.10467 -0.68901
H 0.06866 -4.30852 -2.44182
C -3.49528 -2.78195 1.91914
C 2.85277 0.99949 -0.45506
N 2.02080 0.06895 0.10284
H 4.35894 3.37881 0.61233
C 3.58362 -2.08880 3.94289
H -4.55861 5.35319 -3.61143
C 4.21809 0.59393 -0.28502
C 0.42654 -3.49810 -3.07093
C -5.41621 -4.49301 2.96130
C -2.45387 -1.87236 1.37640
C 5.34683 5.11119 -2.11101
C -5.00809 -4.63924 1.64481
H -4.30728 3.24649 0.84788
H -2.83994 3.64172 -3.15382
C -1.08603 2.74073 -0.70025
C -4.36166 3.70757 -0.13089
C -0.77567 -2.89000 2.93307
H -6.02270 4.95765 0.39328
H -3.73267 -3.89166 0.09638
H 1.49432 -3.66012 -3.23803
H -5.42559 -5.42140 1.02598
C 5.33691 4.65696 -0.80069
C 4.50323 -2.79739 4.69763
H -1.43101 -3.57128 3.44704
C 2.82909 -0.78968 0.80246
N 0.00341 1.94418 -0.44501
C 4.20287 -0.49822 0.51958
H -5.05783 -1.25309 0.31943
H 4.65396 -2.55096 5.73972
C 3.38733 -2.39219 2.59639
C 5.04621 -4.13547 2.76991
N -2.01370 0.02541 -0.08429
C -4.20431 -0.63827 0.08553
N 0.25831 -2.07594 -1.09793
H 4.43285 5.00233 -4.04934
C -0.01567 -0.99171 -3.12776
I 6.78577 6.52187 -2.70639
H -5.03669 1.14262 -0.88062
C -3.92774 -2.63800 3.23710
C 0.21539 -2.18778 -2.39533
C 3.46450 3.72143 -2.63063
I -6.86810 -5.79037 3.74969
C -5.32363 4.67231 -0.38052
O 0.60742 -3.25592 -0.47242
H 3.02069 -1.28445 4.40094
H 2.73906 3.35050 -3.34496
C -4.49551 4.89701 -2.63328
H 3.98499 -3.66711 0.97343
H -0.25362 0.09645 -4.91081
O -0.36868 1.21043 -2.94603
H -3.52103 -1.84108 3.84759
C 2.38250 -1.63472 1.80926
C 0.69378 4.04475 -1.08548
N -0.05153 -1.26031 1.48915
C 4.13150 -3.41454 2.01729
H 5.61068 -4.93570 2.31165
H 5.04527 -1.04191 0.91453
H -1.31002 4.90644 -1.19943
C -5.38177 5.26531 -1.63296
I 6.61264 -4.91096 5.25189
C -3.44991 3.33804 -1.11945
C -2.84262 -0.94321 0.42120
H 1.36103 4.85438 -1.32597
C -2.41125 2.32408 -0.79844
C 1.02965 -1.80668 2.14914
H 0.56927 -3.07117 0.47240
I -6.83627 6.73544 -2.01525
*
```

Computed properties:
frontier orbital gap (spin up / spin down): 0.197 / 0.202 Ha
E: -97909.04968 eV
LUMO (spin up / spin down): -4.98 / -4.58 eV

Atom charges from the Mulliken analysis, given in e for atoms 1 to 5: number 1, H, carries 0.40; number 2, H, carries 0.56; number 3, N, carries 1.81; number 4, H, carries 0.39; number 5, C, carries 0.01

***

A structure of composition C48H35F9N7OPRuS in a non-equilibrium geometry, computed with wB97M-V/def2-TZVPD.

Geometry as ORCA input:
```
! wB97M-V def2-TZVPD RIJCOSX def2/J DEFGRID3
* xyz 1 6
C 2.65890 -2.13942 16.18491
C 0.92973 -9.77895 23.50830
C -2.22717 -4.32133 21.62901
H 3.36925 -2.18917 18.18957
H -0.85205 -2.32116 17.77262
C -1.73840 2.65081 24.06473
H 6.93448 -5.49973 21.96002
H -1.50006 -2.34074 21.75178
H -2.70148 1.25807 19.95934
H 8.21826 -3.36835 22.05799
C -2.73244 -6.78787 21.60739
H 2.17517 -7.50677 16.76004
H 6.84437 -1.15437 22.13966
C 3.22032 -10.46941 23.45467
O 0.45211 -1.65636 22.72968
C 1.12465 0.57225 19.82611
H -0.09057 3.99013 23.65957
C 6.45487 -4.53981 21.96280
C -0.55882 -3.41953 20.12510
F -1.39935 4.16710 19.09885
H 1.30143 2.71757 19.86945
C 6.38699 -2.16106 22.04760
H -3.15248 1.02599 24.39183
C -0.48517 -4.65460 19.46914
F -3.51461 -6.50643 22.64527
F 0.68183 -1.62274 13.23871
H 1.07972 -7.89448 20.83542
C 2.82610 -5.85871 18.02098
C 1.90302 -10.69572 23.14208
H 3.20681 -4.35676 19.55177
C 1.57803 -2.14703 15.32858
H -2.89262 -4.16496 22.47858
C 0.40747 2.00352 23.18327
N 1.37907 -6.16464 22.50661
C 2.61706 -8.40662 24.57528
C 0.02211 0.67946 23.23342
H 4.85561 0.77582 23.15166
C 0.63217 1.86503 19.86183
H -2.39792 3.43222 24.51079
H 2.79857 -7.61971 25.26025
C 4.79618 0.38986 22.14868
C -1.64101 1.04844 19.93563
C 3.56130 -9.37824 24.26217
H 3.30826 -5.32262 17.20895
C -1.27070 0.35948 23.66715
H 5.77752 0.40968 21.68875
F -2.42145 3.43523 20.92782
N 0.34322 -7.62944 24.45154
C 0.21967 -0.50814 19.88193
H 0.09070 -4.71800 18.58806
N 2.96470 -1.18992 22.36684
F 2.78123 -1.22838 13.55220
C 2.73709 -5.30827 19.29421
H 1.65532 -11.62583 22.61408
N 1.88419 -5.35142 21.57311
H 3.68317 -2.05397 15.82320
H 4.00723 -11.14793 23.22353
C 1.76431 -2.08318 13.86018
C 2.12351 -6.03673 20.32642
H -1.81611 -1.06525 19.74944
C 0.12473 -2.32017 17.27331
C 1.17881 -5.61321 23.68263
C -1.20206 -5.76690 19.94378
C -0.75225 2.11714 19.99530
H 4.49265 -5.48798 21.92521
C 5.02778 -4.51474 21.92742
H 2.23548 0.41973 19.72311
N 4.35046 -3.37368 21.96276
H -1.06541 -6.75783 19.54131
C 2.49505 -2.24372 17.56738
F -3.49277 -7.51274 20.75800
H -0.14797 -9.92874 23.24393
H -1.50662 -0.71632 23.70653
C 1.64324 -7.81287 18.80272
C -1.13479 -0.23819 19.83019
C -2.16852 1.33648 24.03979
H 4.55394 -9.21550 24.64995
C 1.56247 -7.30629 20.09102
H 4.15473 1.04470 21.63585
C -2.10229 -5.58631 21.00078
Ru 1.77260 -3.15585 21.99966
C 5.00871 -2.21444 21.99368
C 1.29797 -8.60358 24.16332
H -0.57710 -7.95498 24.74798
F -0.33475 4.14372 21.05624
C 0.28915 -2.23320 15.91320
F 2.07121 -3.27568 13.31646
F -1.71910 -7.61851 22.02803
C 4.19941 -0.97254 22.15041
H 1.41691 2.20654 22.79217
N 2.20279 -0.13565 22.70233
N 0.53091 -6.36962 24.63037
C 7.13020 -3.35183 22.03872
H -0.61567 -2.18705 15.32068
P 0.83953 -2.21914 19.89893
C -1.40924 -3.28799 21.20264
C 1.23488 -2.36113 18.12800
C 0.92614 -0.45807 22.89226
S 1.71956 -4.06636 24.13064
C -0.45748 2.98405 23.67143
C -1.23580 3.49130 20.26862
H 1.17741 -8.80275 18.61582
C 2.26094 -7.11881 17.76397
*
```

Computed properties:
frontier orbital gap (spin up / spin down): 0.242 / 0.206 Ha
E: -109978.40530 eV
energy relative to the best compared isomer or geometry (same formula, charge and spin): 0.0 kcal/mol
LUMO (spin up / spin down): -3.34 / -4.99 eV

Atom charges from the Mulliken analysis, given in e for atoms 1 to 5: number 1, C, carries -0.72; number 2, C, carries -0.27; number 3, C, carries -1.10; number 4, H, carries 0.56; number 5, H, carries 0.36